{
  "formula": "C2H4FNO2",
  "method": "the ωB97M-V functional and the def2-TZVPD basis",
  "homo_lumo_gap_ev": [8.65, 8.56],
  "total_energy_ha": -383.4775,
  "de_lowest_kj_mol": 635.2,
  "e_homo_ev": [-9.632, -9.608],
  "spin_multiplicity": 1,
  "elements": ["N", "C", "F", "H", "H", "C", "O", "O", "H", "H"],
  "positions_angstrom": [[1.4583, -0.0286, 0.0534], [-1.3283, 0.2486, -0.6781], [-2.0928, 1.0803, -0.0377], [-1.9461, -0.5972, -0.8608], [-0.5551, 0.5814, -1.3101], [0.3732, -0.4080, 0.9348], [1.8140, -0.7652, -0.8624], [1.8698, 1.0946, 0.2479], [0.1405, 0.2882, 1.5947], [0.2665, -1.4942, 0.9183]],
  "forces_ev_per_angstrom": [[-1.0, -0.1, 0.3], [1.3, -1.9, 2.8], [-0.1, 1.7, 0.4], [0.4, -1.1, -0.6], [0.5, 0.8, -0.8], [-0.8, -3.3, -6.3], [-0.1, 0.1, 0.5], [0.8, 0.8, -0.2], [-0.8, 2.6, 3.3], [-0.2, 0.5, 0.7]],
  "mulliken_charge": [0.7908, -0.1258, -0.1958, 0.2970, 0.3120, -0.8227, -0.5345, -0.5270, 0.4696, 0.3365]
}

{
  "formula": "C6H10",
  "method": "the ωB97M-V functional and the def2-TZVPD basis",
  "homo_lumo_gap_ev": 8.43,
  "total_energy_ha": -234.4555,
  "de_lowest_kj_mol": 385.9,
  "e_homo_ev": -8.245,
  "spin_multiplicity": 1,
  "elements": ["H", "H", "H", "C", "C", "H", "H", "C", "H", "H", "H", "C", "H", "H", "C", "C"],
  "positions_angstrom": [[-0.4942, -2.2308, -0.9333], [1.4754, -0.8526, -1.2435], [-2.0252, -1.5783, -0.3274], [0.4932, -0.1621, 0.6289], [-1.0742, 1.1602, -0.9704], [0.5496, -1.1732, 1.0289], [1.4962, 0.9578, -1.0026], [1.0550, 0.0047, -0.7225], [-0.4427, 1.3400, 1.8834], [-0.5219, 1.9689, -0.4477], [-1.5463, -1.2645, -2.0017], [-1.1706, -1.3688, -0.9800], [1.1867, 1.7768, 1.3522], [0.9642, 0.5575, 2.6102], [0.5546, 0.9424, 1.6715], [-0.4996, -0.0778, -0.5459]],
  "forces_ev_per_angstrom": [[-0.1, 0.1, 0.0], [-0.2, 0.1, 0.1], [0.1, 0.0, -0.1], [0.1, 0.0, 0.1], [0.5, -0.2, 0.2], [-0.1, 0.1, -0.1], [-0.1, -0.1, 0.1], [0.3, 0.1, 0.0], [0.2, -0.1, 0.0], [-0.1, -0.1, -0.1], [0.1, 0.0, 0.1], [0.0, -0.1, 0.0], [-0.1, -0.1, 0.0], [0.0, 0.0, -0.2], [0.0, 0.1, 0.0], [-0.6, 0.1, -0.2]],
  "mulliken_charge": [0.3381, 0.2592, 0.3360, 0.4302, -0.4536, 0.3955, 0.3034, -1.0444, 0.3425, 0.2401, 0.3771, -1.5240, 0.3417, 0.3854, -1.4819, 0.7549]
}

{
  "formula": "C21H13F5N3O2RuS2Se2Te2",
  "method": "the ωB97M-V functional and the def2-TZVPD basis",
  "homo_lumo_gap_ev": [3.75, 3.90],
  "total_energy_ha": -7852.3987,
  "total_charge": -2,
  "de_lowest_kj_mol": 318.6,
  "e_homo_ev": [-0.330, -0.361],
  "spin_multiplicity": 2,
  "s_squared": 0.84,
  "elements": ["C", "H", "H", "Te", "N", "Se", "H", "Ru", "F", "H", "H", "C", "C", "N", "H", "O", "C", "Se", "C", "H", "H", "Te", "F", "F", "H", "C", "S", "N", "C", "C", "C", "C", "C", "C", "F", "C", "H", "O", "C", "C", "C", "C", "S", "C", "H", "F", "H", "C", "C", "H", "C"],
  "positions_angstrom": [[4.1323, 0.0284, -1.9080], [1.6621, 2.7028, 6.0329], [3.7315, -0.0617, 1.9146], [-2.9728, 2.9617, -2.2217], [-1.8582, -0.5356, -2.2192], [-1.9035, 1.9414, -0.2963], [6.2446, 0.0742, -1.5541], [-1.9525, -0.4234, -0.2092], [-0.2449, -3.0776, -1.5846], [-3.8489, -0.8567, -2.6129], [0.1527, 0.8542, 6.7263], [0.0800, 1.2805, 5.7321], [5.2620, 0.0399, -1.1001], [0.1166, -0.3896, -0.5050], [1.4432, 3.6940, 3.7771], [-1.4543, -0.2146, 1.8438], [-0.7535, -3.3187, -0.3537], [-4.1847, -0.4522, 0.1742], [-2.0057, -2.4858, -0.0870], [4.2326, 0.0485, -2.9887], [-1.4896, -0.0433, 5.1005], [-5.9777, 0.3381, -1.2766], [-2.9337, -3.0571, -0.9757], [0.2189, -3.0834, 0.5388], [5.9989, 0.0264, 0.9170], [0.9099, 2.3250, 5.3476], [1.1339, -0.0184, 0.7957], [1.7390, 0.0460, -2.1683], [2.7240, -0.0358, 0.0390], [-0.8430, 0.7814, 4.8231], [0.4381, -0.1926, -1.7525], [-2.8802, -0.6804, -3.0625], [-1.9375, 0.7438, 2.5670], [-0.1548, 2.4136, 3.1627], [-2.4284, -2.9253, 1.1625], [-0.9567, 1.3241, 3.5521], [-3.6166, -0.7094, -5.0663], [-3.0645, 1.2233, 2.5179], [-2.7480, -0.6040, -4.4330], [3.8545, -0.0334, 0.8382], [0.7945, 2.8828, 4.0856], [2.8584, 0.0065, -1.3522], [-0.2625, 3.2094, 1.6111], [-1.4850, -0.3552, -4.9640], [-1.3463, -0.2651, -6.0342], [-0.9896, -4.6592, -0.3131], [1.9037, 0.0465, -3.1570], [5.1260, 0.0149, 0.2769], [-0.6097, -0.3041, -2.7232], [0.5660, -0.0118, -4.5078], [-0.4208, -0.2130, -4.1099]],
  "forces_ev_per_angstrom": [[-0.2, 0.0, -0.1], [0.0, 0.0, 0.0], [0.0, 0.0, 0.0], [-0.3, -0.2, -0.4], [0.7, 0.3, -0.2], [-0.3, 2.2, -0.4], [0.0, 0.0, 0.0], [0.4, -2.2, -0.5], [-0.1, 0.0, 0.1], [0.1, 0.0, 0.0], [0.0, 0.0, 0.0], [0.0, -0.1, 0.2], [0.1, 0.0, 0.1], [0.1, 0.9, -1.1], [0.0, 0.0, 0.0], [-0.3, 0.1, -0.2], [0.3, -0.4, 0.0], [-1.3, 0.4, 1.1], [-0.3, -0.4, 0.5], [0.0, 0.0, 0.0], [0.0, 0.0, 0.0], [0.3, 0.0, -0.3], [0.1, 0.0, -0.1], [-0.1, 0.0, -0.1], [0.0, 0.0, 0.0], [0.1, 0.1, 0.0], [0.2, -0.1, 0.4], [-0.6, 0.1, -0.4], [-0.2, 0.0, -0.2], [0.0, 0.1, 0.0], [1.0, -0.3, 1.6], [-0.3, -0.1, 0.0], [-0.1, 0.3, 0.2], [0.2, 0.3, -0.2], [0.1, -0.2, -0.1], [0.2, -0.1, 0.1], [0.0, 0.0, 0.0], [0.0, -0.3, -0.1], [0.5, 0.2, -0.1], [0.0, -0.1, 0.0], [0.0, -0.2, 0.2], [0.6, 0.0, 0.3], [0.4, 0.2, 0.5], [-0.5, -0.1, -0.2], [0.0, 0.0, 0.0], [0.0, 0.2, 0.0], [0.0, 0.0, 0.0], [0.0, 0.0, 0.0], [-1.2, -0.2, -1.2], [-0.1, 0.0, -0.1], [0.4, 0.0, 0.7]],
  "mulliken_charge": [-0.7483, 0.3289, 0.4554, -0.4825, 0.7415, 0.1378, 0.3520, 0.5892, -0.2640, 0.1019, 0.3478, -0.6180, -0.5155, 0.2528, 0.3543, -0.6285, 0.2135, -0.1990, 0.8511, 0.3518, 0.3994, -0.4027, -0.3851, -0.2691, 0.3578, -0.4649, -0.1058, 0.0667, 0.9710, -0.2372, 0.7848, -0.0887, 0.0407, 0.5351, -0.3073, 0.1092, 0.4020, -0.6246, -1.1167, -0.7790, -0.6337, -0.1405, -0.5002, -0.5149, 0.3948, -0.3182, 0.0071, -0.7087, 0.7765, 0.3408, -1.2109]
}

{
  "formula": "C14H12Br2N2O4",
  "method": "the ωB97M-V functional and the def2-TZVPD basis",
  "homo_lumo_gap_ev": 9.37,
  "total_energy_ha": -6099.1850,
  "e_homo_ev": -8.840,
  "spin_multiplicity": 1,
  "elements": ["O", "H", "C", "H", "C", "H", "C", "C", "H", "N", "C", "H", "Br", "C", "H", "H", "H", "N", "O", "C", "H", "O", "C", "C", "C", "C", "C", "Br", "C", "H", "H", "O", "H", "C"],
  "positions_angstrom": [[3.9403, 2.0720, 0.1015], [-1.5777, 2.6999, -0.9192], [3.4414, 1.0404, 0.5067], [7.2283, 0.2461, -0.4133], [3.5992, -1.5311, 0.9416], [0.3898, 2.6603, -1.9318], [0.9582, 2.8872, 0.1346], [5.2800, -0.5497, -0.1660], [1.9673, 1.9462, -1.5195], [1.4648, 2.2096, 1.1988], [-1.3211, -0.6229, -0.3474], [-3.9135, 2.1954, -0.4185], [-5.3852, -0.2738, 0.2948], [-0.9078, 0.6686, -0.6918], [-2.9275, -1.9242, 0.2023], [5.8975, 1.3602, -0.8023], [1.5967, 2.7597, 2.0434], [2.2051, 1.0426, 1.1082], [0.4917, 3.9952, 0.2440], [-3.1830, 1.4021, -0.4078], [4.6182, -3.4955, 0.7853], [0.4069, 0.7985, -0.9933], [0.9402, 2.0927, -1.1747], [6.2422, 0.3330, -0.8667], [-3.5656, 0.1085, -0.0999], [4.0670, -0.2787, 0.4341], [-1.8593, 1.6832, -0.7000], [0.0114, -1.9693, -0.2481], [-2.6355, -0.9188, -0.0577], [1.7088, 0.1730, 1.2480], [6.3280, 0.0411, -1.9128], [5.5603, -1.8550, -0.0554], [2.6944, -1.7367, 1.4743], [4.5470, -2.4407, 0.6123]],
  "forces_ev_per_angstrom": [[0.1, 0.1, -0.1], [0.1, 0.1, 0.0], [-0.1, 0.3, 0.2], [0.1, 0.0, 0.0], [0.4, -0.4, -0.1], [0.0, 0.0, 0.2], [-0.2, -0.3, -0.6], [-0.7, 0.9, 0.2], [-0.2, 0.0, 0.0], [0.4, -0.3, 0.9], [0.3, 0.0, 0.0], [-0.1, 0.1, 0.0], [0.2, 0.0, 0.0], [-0.2, -0.3, 0.1], [0.0, 0.0, 0.0], [0.0, 0.0, 0.0], [0.0, -0.2, -0.2], [-0.3, 0.2, 0.1], [0.1, 0.2, 0.0], [-0.2, -0.2, 0.1], [0.1, -0.1, 0.0], [-0.1, -0.1, -0.1], [0.1, 0.3, -0.1], [0.1, -0.2, 0.0], [-0.1, 0.1, 0.0], [0.8, -0.4, -0.4], [0.3, 0.0, -0.1], [-0.2, -0.1, 0.0], [0.0, 0.1, 0.0], [0.0, 0.2, -0.1], [0.0, 0.0, -0.1], [0.4, 0.0, -0.2], [-0.2, -0.1, 0.1], [-0.9, 0.0, 0.5]],
  "mulliken_charge": [-0.6695, 0.3932, 0.3827, 0.3257, -0.7011, 0.3712, 0.6634, 0.0316, 0.4738, -0.3707, 0.0455, 0.4207, -0.1946, 0.9775, 0.4382, 0.3122, 0.2451, -0.0021, -0.6383, -0.7921, 0.4461, -0.4013, -0.8221, -1.3220, 0.0009, 1.3948, -0.4010, -0.1364, -0.5093, 0.2534, 0.3002, -0.3521, 0.5957, -0.7594]
}

{
  "formula": "C16H35LaNO7P2Si3",
  "method": "the ωB97M-V functional and the def2-TZVPD basis",
  "homo_lumo_gap_ev": 7.38,
  "total_energy_ha": -2795.0893,
  "total_charge": 1,
  "de_lowest_kj_mol": 0.0,
  "e_homo_ev": -10.244,
  "spin_multiplicity": 1,
  "elements": ["H", "C", "C", "C", "H", "C", "O", "O", "H", "H", "H", "H", "C", "H", "H", "H", "P", "H", "Si", "Si", "N", "H", "H", "H", "H", "O", "C", "H", "La", "C", "H", "H", "H", "P", "C", "O", "O", "H", "H", "H", "O", "C", "C", "H", "C", "H", "H", "C", "C", "H", "H", "O", "C", "Si", "H", "H", "C", "H", "H", "H", "H", "H", "H", "C", "H"],
  "positions_angstrom": [[0.7592, -2.7781, 0.5640], [-3.1951, -0.7083, 3.3140], [1.5220, 0.6445, 0.7941], [1.2768, 2.5509, -1.7379], [-2.7439, -0.0228, 5.3226], [-0.2224, 3.2386, 1.2353], [-2.9522, -1.5399, -0.8579], [-0.9957, -0.4123, -4.8606], [1.7762, 1.4357, 4.1270], [-0.6860, 3.8104, 2.0152], [4.4495, 2.3348, 0.7047], [4.1364, 0.8434, -2.3276], [3.1761, 0.3916, -1.9551], [-2.0796, -3.4812, -2.7467], [0.8416, 3.4895, -1.3622], [2.5969, 2.6173, 3.0452], [-1.4020, -0.7152, -3.3735], [-1.5294, 0.2929, -5.2998], [2.4039, 1.4821, -0.6298], [2.2817, -0.9311, 1.3904], [-1.6295, -0.0582, 1.6144], [-3.5347, -3.7768, -3.6942], [-1.9982, -3.3734, -4.5087], [2.5003, -3.2068, 0.4967], [0.4626, 2.0126, -2.1764], [-0.2763, -1.5562, -2.7172], [-2.9861, -1.7293, -3.5180], [4.5255, 0.1521, 1.3172], [-0.5721, -0.6317, -0.5591], [-1.3421, 0.7007, 3.8793], [0.8248, -1.6832, 3.3785], [1.7842, -2.2805, -0.7939], [-3.2481, -1.2896, 1.2560], [-3.9234, -1.3785, -2.0074], [1.7545, -2.4015, 0.2921], [-5.1149, -2.4102, -1.9816], [-3.7308, -1.2479, -4.6516], [4.1972, 3.1629, -0.8347], [1.8860, 2.7890, -2.6229], [-4.1551, -1.2072, 3.5474], [-4.6777, 0.0307, -2.0988], [4.1756, -0.8953, 1.3132], [-2.5035, 0.0088, 4.2722], [4.6591, -1.4666, 2.1294], [-2.6524, -3.1566, -3.6253], [2.3699, -2.4921, 3.2537], [0.5192, 3.8767, 0.7204], [-0.9762, 0.7210, 2.5233], [-2.7324, -0.7720, 2.0530], [-0.9876, 3.0422, 0.4715], [1.0843, 3.0696, 3.9271], [-1.7566, 0.5119, -2.4751], [1.6065, 2.2815, 3.4328], [0.5970, 1.7249, 1.9403], [4.5024, -1.2746, 0.3160], [-4.1312, 0.8113, -1.8720], [1.8659, -1.5296, 3.1511], [2.3465, -0.8735, 3.9189], [3.3103, 3.6077, 0.5706], [-6.0225, -2.0689, -2.1558], [-4.2749, -1.9662, -5.0606], [3.3690, -0.6574, -1.6400], [-0.7189, 1.2666, 4.6122], [3.6712, 2.7481, 0.0552], [2.5193, 0.3231, -2.8103]],
  "forces_ev_per_angstrom": [[0.0, -0.4, 0.1], [-1.7, -0.5, 1.2], [-1.0, -0.7, -1.1], [0.4, 0.5, 0.0], [-0.4, 0.1, 0.1], [0.5, 0.2, -1.3], [-0.7, 0.0, -0.5], [-0.4, 0.9, -0.2], [0.0, 0.5, -0.2], [-0.3, 0.4, 0.5], [-0.1, -0.2, -0.1], [-0.8, -0.5, 0.4], [1.1, -0.6, 0.4], [-0.2, 0.0, -0.2], [0.4, -0.4, 0.0], [-0.7, -0.1, 0.4], [-0.1, 0.1, 0.5], [0.4, -0.7, 0.4], [0.0, 1.4, 0.9], [0.6, 0.6, 0.5], [-1.2, -0.2, 1.8], [-0.3, -0.2, 0.0], [-0.6, 0.4, 0.6], [-0.8, 0.4, -0.1], [-0.9, -0.6, -0.3], [-1.5, 0.8, -1.1], [-0.3, 1.5, -0.8], [-0.1, -0.4, 0.3], [1.2, 0.7, 0.7], [-0.6, 0.1, 0.2], [-0.5, 0.1, 0.2], [0.1, 0.2, -0.2], [-0.1, -0.2, 0.2], [0.3, 0.6, 0.7], [0.3, -0.4, 0.1], [-0.7, 0.4, -0.1], [-0.3, -0.5, -0.1], [-0.1, -0.2, 0.4], [0.0, 0.2, 0.2], [0.8, 0.2, 0.0], [0.6, -0.6, 0.3], [0.1, 0.1, -0.7], [1.8, 0.5, 0.0], [-0.2, 0.3, -0.5], [1.4, -1.7, -0.3], [0.0, -0.1, 0.0], [-0.2, -0.1, 0.4], [0.8, -0.4, 0.4], [1.3, 1.2, -2.0], [0.1, -0.1, 0.2], [-0.1, 0.7, 0.6], [0.8, -1.5, -0.9], [0.5, -1.2, -0.7], [0.2, -0.6, 0.1], [0.0, 0.0, 0.8], [-0.1, -0.5, -0.3], [1.0, 0.6, -0.1], [-0.5, -0.4, -0.6], [-0.8, 0.6, 0.4], [0.9, -0.2, 0.2], [0.8, 0.7, 0.6], [0.2, 0.7, -0.2], [-0.7, -0.6, -0.7], [0.9, -0.8, -1.4], [-0.3, 0.0, -0.3]],
  "mulliken_charge": [0.4376, -0.8770, 0.8278, -1.1515, 0.4601, -1.1995, -0.6989, -0.4576, 0.3356, 0.4541, 0.3183, 0.3480, -1.0469, 0.3623, 0.3284, 0.2535, 0.7627, 0.3989, 0.3785, 0.1235, 0.2325, 0.5554, 0.4075, 0.4443, 0.2945, -0.7841, 1.2652, 0.1863, 1.8049, -0.5359, 0.3270, 0.5089, 0.4958, 0.8243, -1.6352, -0.5210, -0.6420, 0.3625, 0.3616, 0.3914, -0.5791, -1.0330, -0.4063, 0.4266, -1.8069, 0.4057, 0.2783, 0.3463, -0.2036, 0.2826, 0.4838, -0.8480, -1.2780, -0.3150, 0.3045, 0.3665, -1.2097, 0.3018, 0.3906, 0.3664, 0.3795, 0.2207, 0.3007, -1.2395, 0.3632]
}

{
  "formula": "C4H12",
  "method": "the ωB97M-V functional and the def2-TZVPD basis",
  "homo_lumo_gap_ev": 12.55,
  "total_energy_ha": -159.5318,
  "de_lowest_kj_mol": 139.6,
  "e_homo_ev": -11.399,
  "spin_multiplicity": 1,
  "elements": ["H", "C", "H", "H", "H", "C", "H", "H", "H", "H", "C", "C", "H", "H", "H", "H"],
  "positions_angstrom": [[-0.3281, -0.9115, 0.9666], [1.8246, -1.2968, 1.1796], [-1.2698, 2.9653, -0.9106], [2.4981, -2.0829, 1.2593], [0.0430, 0.4601, -1.7247], [-0.8688, 0.9797, -1.9313], [0.1256, -2.7747, 0.9176], [-2.4801, 1.7279, -0.6340], [2.1672, -0.6887, 2.0440], [2.2025, -0.7432, 0.3443], [0.4035, -1.6906, 1.3897], [-1.4157, 1.9746, -0.7319], [-0.4423, 1.6087, -2.7100], [0.1547, -1.7338, 2.4820], [-0.9644, 1.7296, 0.2902], [-1.6500, 0.4762, -2.2308]],
  "forces_ev_per_angstrom": [[1.0, -1.2, 0.4], [0.9, 1.6, 1.8], [0.4, 2.7, -0.7], [1.0, -2.0, 0.0], [0.0, -1.1, 0.9], [3.6, 5.4, 2.8], [0.6, 2.7, 1.0], [0.2, 0.4, 0.0], [-0.4, 0.1, -0.4], [-0.7, 0.3, -1.0], [-2.8, -1.2, -1.0], [0.6, -4.9, 0.8], [-0.7, 0.3, -0.5], [0.3, -0.2, -1.0], [-0.4, 0.2, -1.4], [-3.6, -3.1, -1.8]],
  "mulliken_charge": [0.1214, -0.9629, 0.3287, 0.3492, 0.2361, -0.9163, 0.2183, 0.2454, 0.2699, 0.3135, -0.5819, -0.7443, 0.3180, 0.2703, 0.1999, 0.3349]
}